Computed, not measured: a 2-piece molecular cluster, C6H9N2O2 overall in a non-equilibrium geometry, with wB97M-V/def2-TZVPD.

Summary:
Kohn-Sham gap	8.58	eV
LUMO	3.852	eV
energy relative to the best compared isomer or geometry (same formula, charge and spin)	10.2	kcal per mole
total charge	-1

Each line ends with the Löwdin charge.
Positions of all 19 atoms, in Å:
C -3.17221 -1.10051 2.40039  -0.06
C -1.75648 -1.21830 1.80662  -0.76
O -0.79866 -1.29218 2.58732  -0.07
O -1.72098 -1.24270 0.53856  -0.13
H -3.37483 -1.89730 3.11490  0.05
H -3.92595 -1.04842 1.61724  0.05
H -3.25855 -0.15311 2.93727  0.06
C 3.34454 1.12182 -1.08907  -0.07
C 0.97228 0.37244 -0.37515  -0.07
C 1.87817 0.87442 -1.27129  -0.39
C 0.07516 0.55744 -2.33704  -0.24
N -0.17664 0.16888 -1.07903  0.06
N 1.33247 0.88930 -2.52964  0.06
H 1.19254 -0.07206 0.58404  0.12
H -1.07114 -0.11857 -0.65939  0.10
H 3.83505 1.25770 -2.05076  0.06
H 3.76897 0.30081 -0.51372  0.07
H -0.69762 0.53108 -3.09406  0.10
H 3.55390 2.06928 -0.58716  0.06



Computed, not measured: a 2-piece molecular cluster, C5H12O overall in a non-equilibrium geometry, with wB97M-V/def2-TZVPD.

Summary:
structure (SMILES)	C=CO.CCC
Kohn-Sham gap	10.11	eV
LUMO	0.766	eV
energy relative to the best compared isomer or geometry (same formula, charge and spin)	33.3	kcal per mole

Each line ends with the Löwdin charge.
Positions of all 18 atoms, in Å:
C 0.65509 -1.50479 0.03817  -0.14
C -0.77196 -1.76951 0.51103  -0.31
C -1.04261 -1.11843 1.88761  -0.11
H 0.83846 -1.93632 -0.94760  0.07
H 0.87412 -0.43978 -0.01504  0.05
H 1.36250 -2.01160 0.69945  0.07
H -1.43978 -1.38269 -0.25030  0.08
H -0.91621 -2.84701 0.61805  0.09
H -0.13166 -0.59417 2.17889  0.06
H -1.22517 -1.81777 2.69724  0.06
H -1.91191 -0.46966 1.86085  0.06
C 1.50320 2.50264 -1.15706  0.01
C 0.30524 2.22104 -1.63115  -0.28
O -0.56019 1.45198 -0.89861  -0.03
H 2.15139 3.09533 -1.79412  0.05
H 1.77265 2.46528 -0.11238  0.06
H 0.02001 2.45201 -2.64763  0.11
H -1.48317 1.70346 -1.03739  0.10



Computed, not measured: a 2-piece molecular cluster, CH5IN2S overall in a non-equilibrium geometry, with wB97M-V/def2-TZVPD.

Summary:
Kohn-Sham gap	9.02	eV
LUMO	-0.402	eV
energy relative to the best compared isomer or geometry (same formula, charge and spin)	21.2	kcal per mole

Each line ends with the Löwdin charge.
Positions of all 10 atoms, in Å:
C -1.92715 1.04208 -0.05559  -0.25
N 0.83210 -1.55998 -0.00988  -0.37
N -0.70280 0.31453 -0.09694  -0.41
S -0.66167 -1.20234 0.17205  0.89
I 4.82777 0.33730 0.05788  0.39
H -2.11246 1.44902 -1.05405  0.07
H -2.79644 0.44702 0.25522  0.06
H -1.80687 1.88821 0.62632  0.07
H 1.00613 -2.54543 0.10829  -0.04
H 3.34139 -0.17038 -0.00330  -0.42



Computed, not measured: C9H21AgClN3O3 as an isolated structure in a non-equilibrium geometry, with wB97M-V/def2-TZVPD.

Summary:
Kohn-Sham gap	7.92	eV
LUMO	0.443	eV
energy relative to the best compared isomer or geometry (same formula, charge and spin)	0.0	kcal per mole

Each line ends with the Löwdin charge.
Positions of all 38 atoms, in Å:
Ag 0.15822 -1.83949 -0.07061  0.54
Cl -1.23587 -4.06515 -0.15528  -0.56
C -2.08877 1.24916 2.03524  0.00
C -2.25927 0.38551 0.82938  -0.52
O -1.30426 0.06227 0.10845  -0.06
N -3.52341 0.06876 0.47915  0.01
C -3.90218 -0.89036 -0.54667  -0.05
H -1.07619 1.62503 2.15937  0.07
H -2.29838 0.60662 2.89857  0.09
H -2.72524 2.13406 2.04666  0.08
H -4.26034 0.39956 1.08052  0.14
H -4.68969 -0.44494 -1.15499  0.08
H -4.31621 -1.76893 -0.04561  0.09
H -3.06465 -1.23292 -1.14160  0.06
C 2.40127 0.91841 1.05336  0.00
C 1.84021 -0.06469 2.03643  -0.53
O 1.59002 -1.22274 1.68768  -0.04
N 1.57386 0.36233 3.28805  0.01
C 1.05415 -0.47213 4.34678  -0.06
H 2.96517 1.73837 1.50512  0.08
H 1.65804 1.30705 0.35352  0.08
H 3.08265 0.43379 0.35050  0.09
H 1.91889 1.28250 3.50628  0.13
H 1.86044 -1.04286 4.81171  0.09
H 0.27912 -1.15145 4.00367  0.09
H 0.61460 0.19778 5.08618  0.08
C -0.48264 0.58168 -2.95945  0.00
C 0.87586 -0.05382 -2.80641  -0.52
O 1.23139 -0.54768 -1.73818  -0.04
N 1.71300 0.07895 -3.85606  0.01
C 3.10630 -0.25020 -3.84753  -0.08
H -0.62187 1.12741 -3.89571  0.08
H -0.63219 1.33167 -2.18499  0.08
H -1.24981 -0.18335 -2.85174  0.08
H 1.24852 0.44615 -4.66780  0.13
H 3.74446 0.57336 -3.53338  0.08
H 3.43388 -0.50244 -4.86405  0.09
H 3.38091 -1.17726 -3.34655  0.09



Computed, not measured: C17H28CuN3O8 as an isolated structure in a non-equilibrium geometry, with wB97M-V/def2-TZVPD.

Summary:
2S+1	3
Kohn-Sham gap (alpha / beta)	8.02 / 4.96	eV
LUMO (alpha / beta)	-0.102 / -2.370	eV
expectation value of S²	2.040

Each line ends with the Löwdin charge.
Positions of all 57 atoms, in Å:
Cu 8.34926 -25.68270 -26.34953  0.58
C 4.74338 -27.21020 -25.29459  -0.09
C 6.02250 -27.78135 -24.65894  -0.36
O 7.18797 -27.25694 -25.28683  -0.22
H 3.89327 -27.50545 -24.67957  0.06
H 4.57358 -27.53175 -26.32214  0.07
H 4.78828 -26.12126 -25.27765  0.04
H 5.99255 -28.86372 -24.78409  0.10
H 6.07878 -27.59132 -23.58711  0.10
C 11.68832 -24.31371 -23.85098  0.12
C 12.70773 -23.27718 -24.13769  -0.27
C 12.74698 -22.59490 -25.57648  -0.30
O 13.75430 -21.84274 -25.84196  0.01
C 11.70037 -22.90880 -26.46842  0.03
C 10.72101 -23.78175 -26.07416  -0.35
C 10.72638 -24.50501 -24.74479  -0.32
O 9.78903 -25.37194 -24.49367  0.03
O 9.74451 -23.81645 -26.91722  -0.04
O 13.61203 -23.09358 -23.33341  0.10
H 11.77250 -24.86647 -22.92698  0.14
H 11.72568 -22.25928 -27.33090  0.13
C 10.55336 -27.91266 -27.57793  -0.26
O 9.84272 -26.94944 -27.18974  -0.04
N 11.85940 -27.90392 -27.49335  -0.16
C 12.60749 -29.11520 -27.79536  -0.05
C 12.58989 -26.71973 -27.03328  0.00
H 10.15482 -28.86731 -27.95476  0.15
H 13.24114 -29.00606 -28.67553  0.09
H 12.01931 -30.02524 -27.91351  0.09
H 13.30857 -29.32591 -26.98778  0.09
H 13.31508 -26.32400 -27.74433  0.11
H 11.87142 -25.95108 -26.74854  0.06
H 12.92557 -26.89437 -26.01106  0.10
C 6.70409 -22.75829 -25.39381  -0.23
O 6.93914 -23.95145 -25.73283  -0.04
N 5.57934 -22.13561 -25.81500  -0.20
C 5.48158 -20.72483 -25.79826  -0.07
C 4.44674 -22.94801 -26.29725  -0.01
H 7.43464 -22.07429 -24.93486  0.15
H 5.47227 -20.36037 -26.82547  0.09
H 6.33768 -20.31221 -25.26445  0.09
H 4.53802 -20.43351 -25.33683  0.09
H 4.54676 -23.98910 -25.99029  0.08
H 3.47212 -22.55458 -26.00843  0.09
H 4.43411 -22.80351 -27.37756  0.08
C 7.12699 -25.44818 -29.48035  -0.29
O 7.31011 -25.40546 -28.28818  0.02
N 6.77943 -24.32111 -30.13503  -0.14
C 6.60833 -24.49629 -31.58173  -0.07
C 6.60903 -22.94189 -29.58005  0.00
H 7.23857 -26.32543 -30.13624  0.14
H 7.12648 -23.71300 -32.13498  0.08
H 5.58197 -24.27965 -31.87795  0.08
H 6.93487 -25.45477 -31.98519  0.08
H 6.36988 -22.79609 -28.52665  0.07
H 7.42456 -22.26664 -29.83901  0.09
H 5.73284 -22.50463 -30.05880  0.08



Computed, not measured: a 2-piece molecular cluster, C2H5O3 overall in a non-equilibrium geometry, with wB97M-V/def2-TZVPD.

Summary:
Kohn-Sham gap	9.11	eV
LUMO	4.298	eV
energy relative to the best compared isomer or geometry (same formula, charge and spin)	26.6	kcal per mole
total charge	-1

Each line ends with the Löwdin charge.
Positions of all 10 atoms, in Å:
C -0.75590 1.51027 -0.72842  -0.27
O 0.37192 0.91516 -0.19805  -0.24
H -1.36015 0.71124 -1.20768  0.07
H -0.55890 2.23701 -1.62254  0.08
H -1.29403 2.03606 0.02172  0.04
O 1.28885 -2.99646 1.23317  -0.08
C 0.90457 -1.86396 0.95813  -0.53
O -0.13426 -1.47543 0.19983  -0.16
H 1.44973 -0.95433 1.34851  0.11
H 0.08817 -0.11957 -0.00466  -0.01



Computed, not measured: C16H45N4O6V as an isolated structure in a non-equilibrium geometry, with wB97M-V/def2-TZVPD.

Summary:
2S+1	2
Kohn-Sham gap (alpha / beta)	6.15 / 6.58	eV
LUMO (alpha / beta)	-4.825 / -4.390	eV
energy relative to the best compared isomer or geometry (same formula, charge and spin)	66.2	kcal per mole
expectation value of S²	0.790
total charge	+1

Each line ends with the Löwdin charge.
Positions of all 72 atoms, in Å:
O -1.86243 3.04279 0.01566  -0.26
V -0.99207 2.00980 -0.83298  1.14
O -1.12533 0.17469 0.08311  -0.36
H -1.95846 -0.11438 0.50366  0.01
C -0.51187 -1.89410 2.88997  -0.03
C -1.30207 -2.88150 1.92296  -0.43
C -2.74977 -2.62309 2.18500  -0.23
O -3.26166 -3.11542 3.39400  -0.19
C -3.03399 -4.49517 3.67632  -0.10
N -0.89522 -2.40609 0.67585  0.03
H -0.56654 -0.83357 2.64426  0.07
H 0.47767 -2.33878 2.78430  0.04
H -0.75759 -2.06737 3.93769  0.08
H -0.94471 -3.89817 2.08655  0.14
H -3.37354 -3.21319 1.51359  0.12
H -3.07744 -1.58460 2.13733  0.13
H -3.80677 -4.91208 4.32216  0.09
H -2.13844 -4.60121 4.28857  0.09
H -3.01742 -5.15929 2.81216  0.09
H -1.09999 -1.43859 0.47068  -0.02
H -1.36834 -2.82509 -0.11200  0.08
C -4.75039 1.01562 -3.00180  -0.03
C -3.25351 0.68712 -2.59851  -0.38
C -2.71595 -0.26555 -3.73162  -0.16
O -2.71977 0.50041 -4.96468  -0.21
C -1.67663 0.05830 -5.86658  -0.07
N -2.51490 1.90112 -2.56408  0.01
H -5.40668 0.14662 -2.95476  0.09
H -4.96926 1.62293 -3.88008  0.09
H -5.18188 1.57424 -2.17123  0.08
H -3.21838 0.15583 -1.64741  0.12
H -3.37859 -1.11555 -3.89449  0.13
H -1.74587 -0.68980 -3.47271  0.12
H -1.51739 0.68742 -6.74233  0.10
H -1.89592 -0.98592 -6.08936  0.09
H -0.69570 0.00020 -5.39488  0.08
H -2.24078 1.85546 -3.53509  0.09
H -3.04393 2.75979 -2.51009  0.11
C 3.36692 -2.30136 2.43861  -0.06
C 3.44022 -1.20430 1.40117  -0.38
C 3.98644 -1.76167 0.04388  -0.21
O 5.30083 -2.26967 0.16691  -0.17
C 5.68532 -2.89110 -1.05975  -0.10
N 2.23758 -0.30075 1.19061  0.05
H 4.30315 -2.85691 2.49287  0.09
H 2.45966 -2.88851 2.29635  0.07
H 3.35229 -1.79954 3.40612  0.08
H 4.11850 -0.51184 1.89972  0.13
H 3.96678 -0.96194 -0.69649  0.11
H 3.28388 -2.50570 -0.33153  0.12
H 4.97222 -3.48660 -1.62980  0.09
H 6.55994 -3.49775 -0.82497  0.09
H 6.08397 -2.10538 -1.70149  0.08
H 2.08700 -0.08640 2.16605  0.07
H 1.51333 -0.91940 0.85469  0.06
C 2.72877 3.03873 -0.31322  -0.05
C 1.91015 3.08982 0.97862  -0.37
C 1.25374 4.48625 1.22570  -0.19
O 0.26473 4.86369 0.29131  -0.22
C -0.25967 6.10173 0.76817  -0.09
N 0.87663 2.12264 0.73996  -0.01
H 3.56341 3.73769 -0.25898  0.09
H 2.19030 3.23242 -1.24092  0.08
H 3.22520 2.09111 -0.52217  0.07
H 2.54165 2.78311 1.81244  0.15
H 2.06607 5.21245 1.19643  0.13
H 0.69049 4.40126 2.15501  0.13
H -1.06416 5.93768 1.48508  0.10
H -0.78672 6.61458 -0.03639  0.09
H 0.53040 6.78223 1.08571  0.10
H 1.27035 1.23331 0.46761  0.02
H 0.57220 1.88627 1.67353  0.10



Copy entry 4 word for word.
Computed, not measured: C9H21AgClN3O3 as an isolated structure in a non-equilibrium geometry, with wB97M-V/def2-TZVPD.

Summary:
Kohn-Sham gap	7.92	eV
LUMO	0.443	eV
energy relative to the best compared isomer or geometry (same formula, charge and spin)	0.0	kcal per mole

Each line ends with the Löwdin charge.
Positions of all 38 atoms, in Å:
Ag 0.15822 -1.83949 -0.07061  0.54
Cl -1.23587 -4.06515 -0.15528  -0.56
C -2.08877 1.24916 2.03524  0.00
C -2.25927 0.38551 0.82938  -0.52
O -1.30426 0.06227 0.10845  -0.06
N -3.52341 0.06876 0.47915  0.01
C -3.90218 -0.89036 -0.54667  -0.05
H -1.07619 1.62503 2.15937  0.07
H -2.29838 0.60662 2.89857  0.09
H -2.72524 2.13406 2.04666  0.08
H -4.26034 0.39956 1.08052  0.14
H -4.68969 -0.44494 -1.15499  0.08
H -4.31621 -1.76893 -0.04561  0.09
H -3.06465 -1.23292 -1.14160  0.06
C 2.40127 0.91841 1.05336  0.00
C 1.84021 -0.06469 2.03643  -0.53
O 1.59002 -1.22274 1.68768  -0.04
N 1.57386 0.36233 3.28805  0.01
C 1.05415 -0.47213 4.34678  -0.06
H 2.96517 1.73837 1.50512  0.08
H 1.65804 1.30705 0.35352  0.08
H 3.08265 0.43379 0.35050  0.09
H 1.91889 1.28250 3.50628  0.13
H 1.86044 -1.04286 4.81171  0.09
H 0.27912 -1.15145 4.00367  0.09
H 0.61460 0.19778 5.08618  0.08
C -0.48264 0.58168 -2.95945  0.00
C 0.87586 -0.05382 -2.80641  -0.52
O 1.23139 -0.54768 -1.73818  -0.04
N 1.71300 0.07895 -3.85606  0.01
C 3.10630 -0.25020 -3.84753  -0.08
H -0.62187 1.12741 -3.89571  0.08
H -0.63219 1.33167 -2.18499  0.08
H -1.24981 -0.18335 -2.85174  0.08
H 1.24852 0.44615 -4.66780  0.13
H 3.74446 0.57336 -3.53338  0.08
H 3.43388 -0.50244 -4.86405  0.09
H 3.38091 -1.17726 -3.34655  0.09